Formula: C3H12N3O
Source: the Open Molecules 2025 dataset
Level of theory: the ωB97M-V functional and the def2-TZVPD basis

ORCA input file:
```
! wB97M-V def2-TZVPD RIJCOSX def2/J DEFGRID3
* xyz 1 1
O -1.10 -0.22 -2.07
N 0.61 -0.72 0.27
N 1.02 0.39 2.28
N 0.08 1.52 0.55
C 1.36 -1.95 0.63
C 0.50 0.33 1.06
C -2.14 0.75 -2.20
H 1.56 1.18 2.59
H -0.14 -0.94 -0.38
H 0.83 -2.78 0.20
H 2.34 -1.86 0.21
H -3.11 0.25 -2.28
H -1.99 1.34 -3.10
H 1.38 -2.07 1.70
H 1.22 -0.46 2.79
H -2.14 1.35 -1.30
H -0.72 -0.81 -2.71
H 0.40 2.36 0.98
H -0.47 1.55 -0.27
*
```

- Strongest force on any atom: 2.71 eV/A
- LUMO level: -3.00 eV
- Orbital gap: 11.2607 eV
- DFT total energy: -360.768717 Eh
- Energy relative to the best compared isomer or geometry (same formula, charge and spin): 173.3 kJ/mol

Formula: C23H26N4O4S
Source: the Open Molecules 2025 dataset
Level of theory: the ωB97M-V functional and the def2-TZVPD basis

ORCA input file:
```
! wB97M-V def2-TZVPD RIJCOSX def2/J DEFGRID3
* xyz 0 1
S 1.23 -1.21 4.68
O 2.39 -1.65 5.40
O 3.47 -0.84 -1.83
O 0.46 -1.52 -3.56
O -0.05 -1.62 5.15
N -1.07 2.78 2.43
N 1.55 -1.90 -1.18
N 1.36 0.49 4.75
N -0.16 0.70 3.06
C 2.53 -1.10 2.29
C 0.35 -2.12 2.26
C 2.62 -1.24 0.91
C 1.87 -1.47 -3.52
C -1.66 -0.54 -3.21
C -0.55 4.87 3.52
C 0.32 0.74 -2.65
C 0.43 -2.26 0.90
C 1.39 -1.52 2.94
C 0.46 2.68 4.23
C 1.56 -1.80 0.21
C -2.28 -1.80 -3.73
C 0.54 1.30 4.02
C 2.40 -1.35 -2.08
C -3.94 0.41 -2.82
C -1.71 0.79 1.22
C -0.94 1.47 2.31
C -0.38 3.39 3.39
C -0.48 1.79 -2.23
C -2.45 0.52 -2.77
C 2.38 -2.78 -4.13
C -0.26 -0.42 -3.14
C -1.86 1.68 -2.29
H -2.56 1.40 0.94
H 3.49 -0.91 0.38
H -2.03 -0.19 1.56
H -2.88 -2.28 -2.96
H -4.29 -0.44 -2.23
H -2.47 2.50 -1.95
H 1.39 0.85 -2.59
H -1.51 -2.49 -4.07
H 0.70 -2.29 -1.58
H -0.02 2.69 -1.85
H -0.52 -2.43 2.82
H 1.03 3.16 5.01
H 3.47 -2.78 -4.11
H 3.34 -0.66 2.85
H -0.93 5.12 4.50
H 2.25 -0.62 -4.10
H 2.04 -2.86 -5.15
H -1.25 5.21 2.76
H -4.28 0.26 -3.85
H 1.88 0.87 5.52
H -4.41 1.31 -2.43
H -2.94 -1.57 -4.57
H -0.39 -2.71 0.34
H 2.01 -3.63 -3.56
H 0.40 5.37 3.38
H -1.07 0.66 0.35
*
```

- Strongest force on any atom: 1.10 eV/A
- LUMO level: 0.52 eV
- Orbital gap: 9.2676 eV
- SMILES: Cc1cc(NS(=O)(=O)c2ccc(NC(=O)[C@@H](C)Oc3cccc(C)c3C)cc2)nc(C)n1
- DFT total energy: -1810.264961 Eh
- Energy relative to the best compared isomer or geometry (same formula, charge and spin): 92.6 kJ/mol

Formula: C4H5O6Sm
Source: the Open Molecules 2025 dataset
Level of theory: the ωB97M-V functional and the def2-TZVPD basis

ORCA input file:
```
! wB97M-V def2-TZVPD RIJCOSX def2/J DEFGRID3
* xyz 3 7
Sm -1.37 1.83 -6.81
O 0.44 -0.24 2.34
O 0.56 1.60 3.64
O -0.10 0.20 -1.18
O 0.71 -0.49 4.46
O -0.79 -2.22 -4.46
O -0.78 -0.15 -5.49
C 0.00 -0.41 0.02
C -0.80 -1.18 -4.92
C 0.57 0.40 3.49
C 0.27 0.55 1.17
H 0.79 -0.04 5.31
H 0.81 -1.17 -0.07
H -0.90 -1.04 0.19
H 1.17 1.14 0.98
H -0.58 1.23 1.31
*
```

- Strongest force on any atom: 3.54 eV/A
- LUMO level (alpha / beta): -12.43 / -15.06 eV
- Orbital gap (alpha / beta): 5.9524 / 3.2494 eV
- Expectation value of S²: 12.016
- DFT total energy: -1263.494643 Eh

Formula: C34H78F9N6O2S
Source: the Open Molecules 2025 dataset
Level of theory: the ωB97M-V functional and the def2-TZVPD basis

ORCA input file:
```
! wB97M-V def2-TZVPD RIJCOSX def2/J DEFGRID3
* xyz 1 1
S 5.90 4.59 -2.00
F 2.98 7.45 -1.71
F 5.47 7.08 -2.27
F 2.59 4.40 -0.22
F 1.63 5.13 -3.50
F 1.21 5.94 -0.90
F 0.95 3.57 -2.17
F 4.08 6.36 -0.15
F 4.27 5.86 -3.60
F 3.04 3.63 -2.76
O 5.90 3.67 -3.06
O 7.06 5.13 -1.41
N -5.12 -1.67 -3.06
N 5.18 3.65 -0.62
N -3.65 -4.07 3.17
N 5.74 -0.28 0.80
N -2.63 5.47 2.40
N 1.50 -4.66 -1.89
C -2.78 7.40 4.08
C 0.85 -7.14 -1.80
C -5.36 -2.63 1.93
C -4.90 -4.00 2.43
C 2.29 5.25 -1.23
C 4.67 6.03 -2.36
C -3.59 -2.03 4.71
C -3.67 -3.55 4.53
C -3.76 -3.44 -1.82
C -2.81 -0.60 -3.31
C -0.21 -4.65 -3.79
C 1.22 -5.84 -1.08
C -2.66 5.89 3.79
C 6.85 -1.02 0.20
C -1.58 6.05 1.59
C 5.67 -0.32 2.25
C -0.19 5.81 2.17
C -2.49 -3.71 2.37
C 4.44 -0.49 0.16
C -6.06 0.47 -2.24
C 6.95 0.18 2.91
C -5.53 -0.91 -1.90
C -4.15 -1.03 -3.93
C 1.94 4.38 -2.47
C 3.14 -3.47 -3.30
C -4.60 6.72 1.35
C 6.98 -2.50 0.53
C 2.68 -4.80 -2.72
C -4.90 -3.08 -2.78
C 0.35 -4.03 -2.51
C -3.92 5.40 1.73
C -1.17 -4.10 3.03
C 3.72 -1.82 0.36
C 3.48 6.27 -1.37
H -2.58 -4.25 1.42
H -6.32 -1.47 -1.39
H 4.34 3.13 -0.90
H -4.75 -3.60 -3.73
H -5.01 7.24 2.21
H 0.57 -4.89 -4.51
H -2.78 -3.31 -2.29
H 4.84 0.33 2.55
H 0.61 -2.99 -2.73
H 3.78 0.31 0.53
H -5.29 1.13 -2.64
H 0.42 -5.58 -0.38
H 6.88 -2.69 1.60
H -0.44 -3.97 -1.76
H 6.78 -0.89 -0.89
H -3.48 5.36 4.28
H -4.55 -2.10 1.42
H -0.97 -3.51 3.92
H -3.36 -1.80 5.75
H 0.56 6.15 1.46
H 5.44 -1.32 2.64
H -4.58 -3.92 5.00
H -3.78 4.81 0.82
H -4.60 4.82 2.36
H -0.78 -5.56 -3.59
H -6.47 0.95 -1.35
H 2.10 -6.02 -0.46
H -2.08 7.98 3.47
H -6.86 0.40 -2.98
H 4.95 4.23 0.19
H 0.88 -7.97 -1.09
H -5.44 6.51 0.67
H 4.18 -2.62 -0.21
H -4.80 -4.67 1.57
H 2.43 -3.07 -4.03
H -0.03 6.36 3.09
H 6.25 -3.12 0.01
H 4.56 -0.31 -0.91
H -0.89 -3.95 -4.27
H -0.04 4.75 2.37
H 5.88 2.95 -0.32
H 3.24 -2.74 -2.49
H -2.15 -1.44 -3.12
H -1.18 -5.15 3.30
H 1.55 -7.37 -2.60
H -1.71 7.13 1.41
H -2.96 -0.06 -2.37
H -1.75 5.52 4.28
H -2.79 -1.60 4.10
H -0.35 -3.92 2.33
H -3.92 7.40 0.83
H 3.47 -5.20 -2.09
H 7.97 -2.85 0.23
H -3.78 7.78 3.90
H -5.74 -1.99 2.72
H -1.64 5.57 0.61
H 4.10 -3.58 -3.80
H -0.15 -7.11 -2.22
H 7.23 1.17 2.54
H -4.62 -0.15 -4.37
H 2.69 -1.73 0.00
H 2.55 -5.52 -3.55
H -2.46 -2.64 2.12
H -6.17 -2.76 1.21
H -5.83 -3.48 -2.37
H -5.69 -4.44 3.05
H -2.85 -4.01 5.08
H 3.68 -2.12 1.40
H -3.96 -1.71 -4.76
H 7.79 -0.50 2.75
H 7.77 -0.51 0.49
H -3.78 -2.85 -0.90
H -3.84 -4.49 -1.53
H -2.54 7.59 5.13
H -2.30 0.07 -4.00
H -4.71 -0.80 -1.16
H 6.80 0.25 3.99
H -4.52 -1.52 4.45
*
```

- Strongest force on any atom: 0.81 eV/A
- LUMO level: -3.79 eV
- Orbital gap: 5.5451 eV
- DFT total energy: -3117.865808 Eh

Formula: C52H52N2O5P3ReSSiTe
Source: the Open Molecules 2025 dataset
Level of theory: the ωB97M-V functional and the def2-TZVPD basis

ORCA input file:
```
! wB97M-V def2-TZVPD RIJCOSX def2/J DEFGRID3
* xyz -1 4
Re 0.69 -0.26 -0.05
Te 1.67 -4.06 -0.45
S 2.41 -0.39 1.53
P -0.76 -2.10 0.01
P 0.85 -1.50 -2.04
P -1.34 2.40 -1.28
Si -3.52 -1.47 3.31
O 1.07 0.00 2.06
O 2.77 0.61 0.50
O 3.32 1.84 -1.93
O 3.41 -0.57 2.54
O 2.15 -1.67 0.76
N -0.34 1.36 -0.73
N -0.03 -8.38 -2.19
C 0.27 0.20 -4.13
C -0.74 -3.28 1.40
C -2.40 3.31 1.12
C -4.74 -0.25 4.14
C -4.50 -2.95 2.62
C 5.07 -2.38 -3.63
C -5.26 -1.19 -0.37
C -0.43 -7.22 -2.71
C -1.42 -4.47 1.18
C -0.03 -1.03 -3.56
C -0.97 4.54 -4.78
C 0.01 -5.99 -2.28
C -2.54 -1.82 -0.18
C 0.17 -4.18 3.43
C 0.40 4.73 -4.85
C -1.03 -1.82 -4.10
C -1.20 5.81 1.02
C -3.01 -0.58 0.52
C -3.06 0.64 -2.50
C -1.53 3.85 -3.72
C 3.96 -2.92 -4.27
C -5.34 2.20 -2.30
C 1.22 4.21 -3.86
C -0.51 -5.37 3.21
C 0.04 -3.12 2.54
C -3.37 -2.59 -0.94
C 0.84 -8.31 -1.19
C 3.64 -1.34 -2.02
C -1.08 4.94 -0.06
C -1.42 -0.15 -5.78
C -3.00 1.86 -1.86
C 2.69 -2.66 -3.79
C -2.50 4.17 2.19
C -1.90 5.42 2.15
C -1.69 3.69 -0.02
C -2.56 -0.48 1.99
C 1.35 -7.13 -0.69
C 0.02 -3.00 -1.40
C -4.25 0.20 -3.05
C 0.67 3.51 -2.80
C -1.73 -1.38 -5.21
C -1.32 -5.51 2.09
C -4.47 -0.36 0.35
C -0.71 3.34 -2.72
C -5.38 0.99 -2.96
C -4.15 2.64 -1.75
C -2.36 -2.10 4.69
C 4.91 -1.60 -2.50
C -4.74 -2.32 -1.02
C -0.42 0.64 -5.24
C 2.52 -1.86 -2.67
C 0.93 -5.91 -1.24
H -6.31 -0.98 -0.46
H -1.99 -3.10 4.46
H -1.13 -7.31 -3.54
H -6.23 2.81 -2.22
H -1.97 0.20 -6.64
H -2.01 -4.58 0.28
H -4.98 -3.50 3.42
H -1.61 4.92 -5.57
H -4.29 -0.76 -3.55
H -3.04 3.86 3.08
H -0.72 6.77 0.98
H -3.84 -3.63 2.09
H -2.87 2.34 1.13
H -5.28 -2.63 1.92
H 0.57 -2.20 2.71
H -5.40 -2.98 -1.56
H 0.82 5.28 -5.67
H 5.77 -1.19 -1.99
H 2.29 4.34 -3.92
H -1.26 -2.77 -3.63
H -1.96 6.08 3.00
H -1.83 -6.44 1.90
H -0.40 -6.19 3.90
H -2.61 0.57 2.27
H 2.06 -7.13 0.12
H 1.14 -9.26 -0.78
H -0.54 5.24 -0.95
H -5.47 0.16 3.44
H -2.86 -2.15 5.65
H -1.49 -1.45 4.79
H -2.45 0.25 0.03
H 6.06 -2.56 -4.03
H -6.31 0.64 -3.39
H -5.29 -0.73 4.94
H 1.04 0.82 -3.67
H -2.96 -3.44 -1.47
H -2.16 0.03 -2.53
H 1.29 3.09 -2.02
H -0.20 1.60 -5.68
H -1.49 -0.73 2.02
H -4.21 0.59 4.58
H -4.10 3.59 -1.23
H 2.86 1.18 -2.46
H -4.88 0.52 0.83
H 3.51 -0.75 -1.12
H 0.81 -4.08 4.29
H -2.52 -1.98 -5.63
H -0.35 -5.07 -2.73
H 1.82 -3.09 -4.27
H -2.60 3.70 -3.66
H 4.10 -3.54 -5.14
H 3.23 1.52 -1.01
*
```

- Strongest force on any atom: 4.60 eV/A
- LUMO level (alpha / beta): 2.24 / 1.46 eV
- Orbital gap (alpha / beta): 6.7654 / 5.9964 eV
- Expectation value of S²: 3.802
- DFT total energy: -4556.551076 Eh

Formula: C4H5N3
Source: the Open Molecules 2025 dataset
Level of theory: the ωB97M-V functional and the def2-TZVPD basis

ORCA input file:
```
! wB97M-V def2-TZVPD RIJCOSX def2/J DEFGRID3
* xyz 0 1
N -0.40 0.62 0.12
N 0.93 -1.33 -1.91
N 2.96 1.34 1.02
C -1.70 -0.08 -0.02
C 1.03 -0.87 -0.85
C 2.03 0.73 0.72
C 0.84 -0.12 0.39
H -1.65 -1.12 0.32
H -2.13 -0.13 -1.04
H 0.77 -0.80 1.26
H -2.41 0.47 0.61
H -0.27 1.30 -0.62
*
```

- Strongest force on any atom: 1.49 eV/A
- LUMO level: 0.60 eV
- Orbital gap: 10.6208 eV
- SMILES: CNC(C#N)C#N
- DFT total energy: -319.627502 Eh
- Energy relative to the best compared isomer or geometry (same formula, charge and spin): 222.4 kJ/mol

Formula: C68H55BrHfN9O3P
Source: the Open Molecules 2025 dataset
Level of theory: the ωB97M-V functional and the def2-TZVPD basis

ORCA input file:
```
! wB97M-V def2-TZVPD RIJCOSX def2/J DEFGRID3
* xyz 2 1
Hf 0.08 0.17 -0.37
Br 4.52 1.38 -6.02
P 0.21 1.75 2.67
O 0.14 4.58 0.37
O 0.09 -1.68 -1.00
O 0.20 2.12 -0.65
N -0.08 -0.92 1.78
N -1.73 1.00 0.73
N -2.20 2.84 1.86
N -1.18 0.27 -2.08
N 0.02 -0.70 3.99
N 1.59 0.47 -2.48
N 2.72 2.47 1.75
N 1.98 0.67 0.71
N -1.39 -0.98 -2.60
C 3.18 1.92 -3.56
C 5.21 3.58 -0.27
C -0.89 -5.82 -3.62
C -4.54 1.57 -1.55
C -1.66 1.28 -2.72
C 3.31 -1.21 -0.96
C -4.58 4.71 0.94
C -3.28 2.58 1.07
C -2.31 3.63 -2.85
C 3.29 1.04 -4.63
C 0.32 -3.96 6.92
C -1.00 -5.94 0.64
C -3.78 0.79 -0.67
C 2.49 -0.09 -4.64
C 1.68 -0.33 -3.54
C -0.18 -2.03 3.74
C 0.55 -3.11 5.85
C 5.01 2.79 0.86
C -5.79 5.38 0.99
C -1.42 5.27 -1.36
C 5.97 2.77 1.86
C -6.96 4.69 1.22
C -0.64 4.31 -0.75
C -0.25 -2.15 2.36
C 2.76 3.58 2.66
C -2.97 1.44 0.36
C -1.74 -4.85 0.22
C -6.93 3.31 1.40
C 7.34 4.26 0.58
C -0.47 -3.42 1.68
C 3.29 0.88 0.33
C -0.38 -3.00 4.83
C 6.38 4.31 -0.41
C 7.14 3.50 1.71
C -0.80 -3.27 -2.54
C -5.26 0.96 -2.56
C -1.81 -3.62 -3.44
C 2.33 1.59 -2.52
C -4.53 -1.20 -1.80
C -4.54 3.33 1.11
C -2.26 4.93 -2.42
C 3.90 -2.07 -1.88
C -5.73 2.63 1.33
C 5.26 0.20 -1.06
C -1.27 1.89 1.62
C 0.16 -4.22 -2.19
C 0.12 -5.48 -2.74
C -0.64 2.97 -1.20
C 5.83 -0.65 -1.98
C 5.15 -1.78 -2.41
C -1.48 -3.59 0.74
C 1.19 5.52 0.20
C 0.01 -5.78 1.57
C -2.06 3.95 2.77
C 3.97 -0.04 -0.57
C 1.66 1.66 1.56
C 0.28 -4.53 2.09
C -0.71 -1.92 -2.00
C -5.26 -0.42 -2.69
C -1.87 -4.90 -3.95
C 3.76 2.03 0.97
C 0.07 -0.06 2.81
C -1.54 -3.77 4.87
C -1.53 2.63 -2.25
C -3.79 -0.60 -0.81
C -0.84 -4.70 6.98
C -1.76 -4.62 5.94
C 0.08 -0.10 5.30
H -2.22 1.11 -3.64
H 2.23 2.26 -1.68
H -1.40 4.70 2.34
H 4.45 3.61 -1.04
H 1.07 -4.40 2.81
H 1.47 -2.54 5.81
H -4.54 -2.27 -1.89
H 0.89 -6.20 -2.50
H 1.77 4.03 2.70
H 1.05 -4.03 7.71
H 1.06 -0.26 5.76
H -1.04 -5.35 7.82
H 0.92 -3.94 -1.47
H 2.09 5.02 -0.19
H -2.98 3.34 -3.65
H 6.53 4.92 -1.29
H -7.84 2.77 1.58
H 0.92 6.33 -0.47
H -3.22 -1.19 -0.10
H -1.37 6.30 -1.02
H 1.08 -1.23 -3.54
H -0.90 -6.81 -4.07
H 5.60 -2.44 -3.14
H -3.66 5.25 0.72
H 2.51 -0.78 -5.47
H 7.89 3.46 2.48
H -2.67 -5.20 5.98
H 1.41 5.92 1.18
H -2.87 5.68 -2.89
H 2.34 -1.45 -0.54
H 8.26 4.82 0.47
H -0.67 -0.55 5.94
H -3.04 4.39 2.95
H 5.81 1.06 -0.72
H -1.64 3.60 3.72
H -7.90 5.22 1.27
H -2.26 -3.70 4.08
H 3.39 -2.96 -2.19
H 5.80 2.16 2.74
H -2.53 -4.97 -0.51
H -2.55 -2.88 -3.71
H 0.58 -6.63 1.92
H -4.53 2.64 -1.45
H 3.49 4.32 2.32
H -5.70 1.56 1.47
H 6.82 -0.44 -2.36
H -5.83 1.57 -3.25
H -2.67 -5.18 -4.62
H 3.04 3.25 3.66
H -1.22 -6.92 0.25
H -0.10 0.98 5.21
H -2.08 -2.74 0.46
H 3.74 2.84 -3.53
H -5.83 -0.89 -3.48
H -5.81 6.45 0.85
*
```

- Strongest force on any atom: 3.15 eV/A
- LUMO level: -5.24 eV
- Orbital gap: 7.0670 eV
- DFT total energy: -6306.011237 Eh